This record from the OMol25 dataset describes a structure of composition C31H51CsN8O3P2Sb2 in a non-equilibrium geometry. The level of theory is ωB97M-V with the def2-TZVPD basis set.

Geometry as XYZ:
```
98
Properties=species:S:1:pos:R:3:mulliken_charge:R:1
Cs 11.029 12.330 14.710 1.15
Sb 10.019 12.894 20.089 0.73
Sb 12.073 9.081 16.130 0.36
P 7.887 10.622 14.374 0.80
P 12.435 11.611 6.692 -0.01
O 10.032 9.527 9.607 -0.50
O 8.345 11.484 13.195 -0.90
O 8.799 10.469 15.548 -0.50
N 9.788 11.947 5.961 0.10
N 10.212 11.139 11.345 -0.44
N 8.252 8.117 13.178 -0.49
N 11.331 13.469 4.842 0.00
N 6.792 14.591 17.900 -0.12
N 7.805 14.705 15.292 -0.32
N 6.635 12.230 16.087 0.62
N 10.783 13.832 7.161 0.16
C 6.808 16.795 19.567 -0.41
C 6.462 14.499 19.163 0.03
C 7.818 17.062 15.275 -0.66
C 7.152 15.799 17.402 0.77
C 8.036 14.715 13.987 -0.87
C 10.008 12.552 4.726 -0.64
C 9.376 8.434 21.147 -0.86
C 13.919 8.187 15.563 -1.25
C 9.856 7.342 20.481 -0.78
C 9.862 9.726 20.855 -0.69
C 11.098 14.514 5.971 -0.73
C 10.755 14.007 18.397 -1.15
C 7.963 17.098 13.894 -0.44
C 7.282 8.956 13.899 -0.95
C 12.528 8.787 18.200 -1.73
C 10.826 7.341 15.935 -1.54
C 10.880 9.872 19.880 1.37
C 6.362 15.578 20.034 -0.95
C 6.273 11.301 15.016 -0.83
C 11.450 8.767 19.234 0.57
C 10.795 10.890 6.406 -0.51
C 7.232 16.927 18.227 -0.94
C 7.610 15.863 15.937 0.53
C 8.126 15.869 13.232 -1.14
C 12.506 12.625 5.128 -0.69
C 10.039 10.302 10.478 0.69
C 8.390 11.933 18.875 -0.02
C 11.946 13.083 7.730 -0.72
C 11.331 11.272 19.642 -0.99
C 9.620 12.968 6.973 -0.84
C 10.948 7.501 19.617 -0.74
H 11.314 6.532 19.279 0.30
H 10.701 13.388 17.474 0.00
H 10.175 14.889 18.247 0.34
H 8.165 15.965 12.208 0.54
H 7.692 18.064 15.788 0.20
H 11.977 15.168 6.028 0.35
H 11.638 11.307 18.562 0.21
H 11.312 6.562 16.350 0.63
H 10.945 10.119 5.608 0.34
H 8.490 8.278 21.817 0.31
H 13.319 13.263 5.406 0.45
H 7.502 11.880 16.508 -0.34
H 9.420 6.366 20.672 0.43
H 6.865 17.648 20.197 0.47
H 6.215 15.385 21.146 0.34
H 11.392 13.959 3.936 0.34
H 6.312 9.096 13.352 0.41
H 14.351 8.702 14.681 0.33
H 9.229 13.336 4.507 0.37
H 8.898 11.219 18.237 0.59
H 10.001 11.783 3.943 0.34
H 12.273 11.327 20.238 0.59
H 7.973 18.072 13.335 0.38
H 5.805 10.437 15.406 0.46
H 10.308 10.390 7.235 0.42
H 5.598 11.741 14.322 0.46
H 7.671 11.462 19.594 0.38
H 6.961 13.196 15.779 0.43
H 13.349 9.494 18.448 0.58
H 9.472 11.307 11.965 0.36
H 8.014 7.129 13.226 0.26
H 8.149 8.346 12.228 0.17
H 12.754 13.781 7.612 0.47
H 8.187 13.744 13.592 1.08
H 9.376 10.564 21.316 0.26
H 12.997 7.806 18.337 0.70
H 12.651 11.913 4.280 0.43
H 9.316 12.505 7.926 0.29
H 11.771 14.193 18.730 0.43
H 7.885 12.721 18.229 -0.91
H 8.754 13.608 6.723 0.36
H 13.694 7.117 15.348 0.35
H 6.188 13.536 19.491 0.53
H 9.849 7.489 16.596 0.24
H 7.479 17.915 17.833 0.28
H 10.280 15.226 5.570 0.31
H 11.768 12.916 8.791 0.38
H 5.982 12.373 16.846 0.45
H 14.679 8.255 16.357 0.37
H 6.979 8.541 14.817 0.50
H 10.534 7.203 14.915 0.46
```

Values from the calculation:
HOMO (eV): -11.49
E_LUMO (eV): -4.1
Strongest force on any atom (hartree/bohr): 0.093
Charge: +2